Entry 1:
{
  "formula": "CH23O11",
  "method": "wB97M-V/def2-TZVPD",
  "species": ["C", "O", "H", "H", "H", "O", "H", "H", "O", "H", "H", "O", "H", "H", "O", "H", "H", "O", "H", "H", "O", "H", "H", "O", "H", "H", "O", "H", "H", "O", "H", "H", "O", "H", "H"],
  "xyz": [[0.430, -0.798, 0.364], [-0.623, -0.143, -0.220], [1.269, -0.691, -0.260], [0.241, -1.848, 0.396], [0.632, -0.441, 1.424], [-0.565, 0.238, 3.787], [-0.169, 0.910, 4.390], [0.146, -0.195, 3.346], [2.638, -0.764, -3.135], [2.742, -1.238, -3.959], [1.950, -1.237, -2.596], [-2.602, -1.640, 0.620], [-1.776, -1.155, 0.358], [-2.363, -2.512, 0.540], [0.494, -2.023, -2.377], [0.126, -1.472, -1.631], [0.234, -2.902, -2.254], [-2.371, 2.036, -1.877], [-2.462, 1.093, -2.019], [-1.427, 2.187, -2.146], [-2.536, -0.654, -1.960], [-1.809, -0.384, -1.370], [-3.174, -0.935, -1.318], [2.727, 0.196, 3.465], [2.442, 0.896, 2.891], [2.884, 0.522, 4.316], [0.538, 1.797, -1.674], [0.259, 0.990, -1.272], [1.215, 1.468, -2.236], [1.834, 1.660, 1.025], [1.606, 2.336, 0.391], [1.486, 0.832, 0.680], [-1.558, 1.658, 1.390], [-1.285, 1.191, 2.178], [-1.171, 1.019, 0.745]],
  "e_tot_ev": -23934.349,
  "relative_energy_ev": 1.238,
  "orbital_gap_ev": 8.926,
  "spin_multiplicity": 1,
  "total_charge": -1
}

Entry 2:
{
  "formula": "C24H82O17",
  "method": "wB97M-V/def2-TZVPD",
  "species": ["C", "C", "C", "O", "H", "H", "H", "H", "H", "H", "H", "H", "C", "C", "C", "O", "H", "H", "H", "H", "H", "H", "H", "H", "C", "C", "C", "O", "H", "H", "H", "H", "H", "H", "H", "H", "C", "C", "C", "O", "H", "H", "H", "H", "H", "H", "H", "H", "C", "C", "C", "O", "H", "H", "H", "H", "H", "H", "H", "H", "C", "C", "C", "O", "H", "H", "H", "H", "H", "H", "H", "H", "C", "C", "C", "O", "H", "H", "H", "H", "H", "H", "H", "H", "C", "C", "C", "O", "H", "H", "H", "H", "H", "H", "H", "H", "O", "H", "H", "O", "H", "H", "O", "H", "H", "O", "H", "H", "O", "H", "H", "O", "H", "H", "O", "H", "H", "O", "H", "H", "O", "H", "H"],
  "xyz": [[-2.671, -0.467, 2.043], [-3.742, -0.474, 3.038], [-3.524, 0.584, 4.124], [-5.013, -0.072, 2.409], [-2.487, 0.553, 1.727], [-2.982, -0.999, 1.153], [-1.733, -0.907, 2.366], [-3.891, -1.441, 3.623], [-3.280, 1.603, 3.813], [-2.604, 0.326, 4.677], [-4.380, 0.696, 4.808], [-5.074, -0.247, 1.454], [6.491, -3.925, 2.183], [5.761, -2.697, 1.601], [4.304, -2.899, 1.278], [5.767, -1.543, 2.499], [7.563, -3.812, 1.988], [6.202, -4.863, 1.742], [6.368, -4.008, 3.290], [6.284, -2.405, 0.672], [3.742, -3.236, 2.146], [4.261, -3.583, 0.440], [3.917, -1.937, 0.940], [6.680, -1.326, 2.698], [-3.027, -0.423, -5.359], [-1.840, -1.180, -4.786], [-0.539, -0.763, -5.476], [-1.689, -0.974, -3.342], [-2.821, 0.603, -5.281], [-3.942, -0.575, -4.772], [-3.278, -0.737, -6.355], [-1.879, -2.239, -4.913], [-0.514, -0.608, -6.555], [0.247, -1.470, -5.278], [-0.323, 0.240, -5.062], [-2.181, -1.729, -2.927], [-2.898, 2.132, -1.159], [-1.764, 2.343, -2.138], [-0.985, 3.681, -1.894], [-0.884, 1.260, -1.956], [-3.273, 1.118, -1.226], [-3.724, 2.868, -1.204], [-2.422, 2.148, -0.219], [-2.095, 2.367, -3.219], [-0.860, 3.811, -0.825], [-1.514, 4.508, -2.299], [-0.073, 3.615, -2.428], [-1.354, 0.434, -2.304], [0.110, 2.167, 4.654], [0.774, 2.681, 3.356], [2.086, 1.995, 2.979], [-0.098, 2.491, 2.224], [-0.846, 2.663, 4.909], [0.688, 2.552, 5.469], [0.008, 1.034, 4.624], [0.840, 3.761, 3.557], [2.367, 2.333, 1.976], [1.937, 0.894, 2.927], [2.966, 2.196, 3.581], [0.319, 1.905, 1.542], [1.242, 7.405, 2.217], [0.898, 6.548, 0.993], [1.677, 5.274, 0.911], [-0.482, 6.290, 1.069], [1.141, 6.726, 3.030], [0.523, 8.230, 2.259], [2.322, 7.759, 2.244], [1.007, 7.154, 0.095], [1.521, 4.677, 1.787], [2.768, 5.444, 0.757], [1.307, 4.768, 0.026], [-0.738, 5.601, 1.714], [0.735, -5.084, 1.021], [-0.721, -4.737, 0.923], [-1.141, -4.625, 2.370], [-1.018, -3.507, 0.180], [1.202, -4.282, 1.605], [1.295, -5.274, 0.069], [0.748, -5.963, 1.648], [-1.228, -5.565, 0.478], [-2.159, -4.254, 2.597], [-0.373, -4.015, 2.891], [-1.254, -5.652, 2.741], [-0.397, -2.833, 0.531], [-5.011, -2.415, -2.580], [-4.232, -2.894, -1.405], [-4.837, -4.180, -0.902], [-2.837, -2.949, -1.866], [-4.840, -2.860, -3.537], [-4.857, -1.359, -2.760], [-6.056, -2.550, -2.267], [-4.277, -2.123, -0.712], [-4.955, -4.887, -1.719], [-5.816, -4.020, -0.434], [-4.228, -4.625, -0.104], [-2.268, -3.075, -1.101], [3.313, 0.894, -1.135], [3.356, -0.051, -1.564], [3.988, 0.968, -0.471], [3.877, -0.108, -5.169], [3.137, 0.482, -4.902], [4.548, 0.553, -5.136], [5.242, 0.663, 0.803], [5.234, -0.223, 1.195], [5.347, 1.240, 1.552], [3.344, -1.662, -2.392], [3.594, -1.423, -3.283], [2.369, -1.670, -2.327], [-2.154, 4.199, 2.041], [-2.981, 3.895, 2.358], [-1.516, 3.458, 2.058], [0.749, -1.592, 0.813], [0.721, -1.613, -0.154], [0.836, -0.626, 0.997], [0.587, -2.092, -2.012], [0.307, -3.002, -1.853], [0.119, -1.710, -2.778], [0.892, 1.233, 0.024], [0.299, 1.287, -0.781], [1.831, 1.116, -0.311], [1.740, 1.072, -3.642], [0.854, 1.086, -3.322], [2.227, 1.452, -2.910]],
  "e_tot_ev": -61026.883,
  "relative_energy_ev": 0.174,
  "orbital_gap_ev": 9.675,
  "spin_multiplicity": 1
}

Entry 3:
{
  "formula": "C3H11N3P",
  "method": "wB97M-V/def2-TZVPD",
  "species": ["C", "C", "C", "N", "N", "N", "P", "H", "H", "H", "H", "H", "H", "H", "H", "H", "H", "H"],
  "xyz": [[-2.141, -0.105, -0.404], [1.332, -0.022, -1.241], [0.990, 1.724, 0.971], [-1.410, -0.592, 0.282], [-3.115, 0.340, -1.100], [-0.325, -0.763, 0.927], [1.345, -0.071, 0.539], [1.961, -3.349, 1.707], [1.955, -0.813, -1.721], [1.905, 0.800, -1.402], [0.378, -0.061, -1.733], [0.047, 2.058, 0.483], [1.955, 2.246, 0.713], [0.895, 1.737, 2.002], [-3.139, 0.170, -2.101], [-3.636, 1.108, -0.688], [1.313, -2.802, 1.389], [-0.310, -1.604, 1.376]],
  "e_tot_ev": -17038.135,
  "relative_energy_ev": 2.655,
  "orbital_gap_ev": 9.758,
  "spin_multiplicity": 1,
  "total_charge": 1
}

Entry 4:
{
  "formula": "C13H30GaN6O2",
  "method": "wB97M-V/def2-TZVPD",
  "species": ["Ga", "C", "N", "C", "C", "C", "N", "C", "C", "H", "H", "H", "H", "H", "H", "H", "H", "H", "H", "H", "H", "H", "H", "H", "H", "C", "O", "C", "O", "N", "N", "H", "H", "H", "H", "H", "H", "C", "C", "C", "C", "N", "N", "C", "H", "H", "H", "H", "H", "H", "H", "H"],
  "xyz": [[7.449, 6.436, 12.393], [6.256, 3.640, 12.033], [6.085, 4.907, 12.817], [6.105, 4.641, 14.291], [4.692, 5.407, 12.415], [4.570, 6.863, 12.887], [5.754, 7.634, 12.217], [5.901, 8.916, 12.951], [5.540, 7.767, 10.784], [5.439, 2.919, 12.351], [7.184, 3.181, 12.293], [6.077, 3.875, 10.987], [5.142, 4.157, 14.511], [6.199, 5.546, 14.841], [6.808, 3.848, 14.544], [3.884, 4.721, 12.791], [4.585, 5.348, 11.398], [4.578, 7.038, 13.954], [3.676, 7.290, 12.431], [4.969, 9.509, 12.801], [6.652, 9.507, 12.511], [6.135, 8.810, 14.036], [4.552, 8.201, 10.636], [5.630, 6.793, 10.270], [6.309, 8.405, 10.176], [8.805, 9.141, 15.758], [9.033, 7.686, 15.857], [8.708, 6.953, 14.916], [8.019, 7.346, 13.959], [9.240, 5.736, 14.937], [9.176, 4.957, 13.801], [9.707, 9.580, 15.375], [8.746, 9.623, 16.722], [7.973, 9.355, 15.114], [9.596, 5.452, 15.839], [8.953, 3.980, 13.976], [10.130, 4.969, 13.423], [8.630, 5.708, 7.192], [8.810, 6.309, 8.558], [9.444, 7.483, 9.044], [9.223, 7.532, 10.448], [8.442, 6.464, 10.790], [8.249, 5.723, 9.637], [9.728, 8.572, 11.382], [8.659, 4.622, 7.111], [9.489, 6.042, 6.613], [7.714, 6.170, 6.789], [10.063, 8.132, 8.439], [7.720, 4.854, 9.661], [10.720, 8.349, 11.703], [9.049, 8.652, 12.319], [9.881, 9.424, 10.775]],
  "e_tot_ev": -79352.910,
  "relative_energy_ev": 0.390,
  "orbital_gap_ev": 10.465,
  "spin_multiplicity": 1,
  "total_charge": 3
}

Entry 5:
{
  "formula": "C11H17O3",
  "method": "wB97M-V/def2-TZVPD",
  "species": ["C", "C", "C", "C", "C", "C", "C", "C", "O", "O", "O", "C", "C", "C", "H", "H", "H", "H", "H", "H", "H", "H", "H", "H", "H", "H", "H", "H", "H", "H", "H"],
  "xyz": [[-3.259, 0.915, 0.664], [-2.463, 1.150, -0.604], [-1.103, 0.437, -0.611], [-1.194, -1.065, -0.486], [-0.083, -1.807, -0.153], [1.114, -1.170, 0.088], [1.202, 0.323, -0.097], [-0.112, 0.925, 0.500], [-0.019, 2.327, 0.585], [1.074, 0.594, -1.499], [-0.374, 0.711, -1.814], [2.461, 0.984, 0.466], [3.709, 0.503, -0.241], [-0.186, -3.287, -0.048], [-4.223, 1.425, 0.639], [-3.450, -0.147, 0.820], [-2.721, 1.267, 1.544], [-3.027, 0.811, -1.479], [-2.291, 2.219, -0.765], [-2.123, -1.555, -0.701], [1.986, -1.731, 0.363], [-0.340, 0.488, 1.482], [-0.886, 2.719, 0.839], [2.348, 2.068, 0.334], [2.518, 0.801, 1.545], [4.608, 1.005, 0.124], [3.853, -0.571, -0.113], [3.632, 0.682, -1.315], [0.784, -3.739, 0.165], [-0.874, -3.572, 0.749], [-0.559, -3.712, -0.981]],
  "e_tot_ev": -17821.177,
  "s2": 0.780,
  "relative_energy_ev": 1.538,
  "orbital_gap_ev": [8.252, 8.821],
  "spin_multiplicity": 2
}

Entry 6:
{
  "formula": "C31H24F5N5NaO6PTe",
  "method": "wB97M-V/def2-TZVPD",
  "species": ["Na", "O", "C", "O", "C", "C", "C", "N", "C", "C", "C", "O", "O", "H", "H", "H", "N", "C", "C", "N", "C", "C", "N", "C", "C", "N", "H", "H", "H", "H", "H", "H", "F", "Te", "F", "F", "F", "F", "O", "O", "P", "C", "C", "C", "C", "C", "C", "C", "C", "C", "C", "C", "C", "C", "C", "C", "C", "C", "C", "H", "H", "H", "H", "H", "H", "H", "H", "H", "H", "H", "H", "H", "H", "H"],
  "xyz": [[-1.385, 0.618, 0.192], [-5.333, -3.982, 4.150], [-5.563, -2.772, 4.195], [-6.337, -2.134, 4.916], [-4.728, -1.889, 3.179], [-4.785, -0.504, 3.308], [-4.010, 0.235, 2.450], [-3.226, -0.242, 1.511], [-3.187, -1.568, 1.360], [-3.918, -2.420, 2.183], [-2.255, -2.095, 0.267], [-2.436, -3.236, -0.151], [-1.366, -1.273, -0.080], [-5.425, -0.071, 4.062], [-3.988, 1.335, 2.539], [-3.841, -3.489, 2.047], [0.821, 2.591, 2.592], [1.058, 1.395, 3.196], [1.005, 0.464, 2.203], [0.741, 1.062, 1.018], [0.614, 2.346, 1.271], [0.337, 3.400, 0.325], [0.713, 3.451, -0.932], [0.243, 4.625, -1.417], [-0.421, 5.307, -0.438], [-0.329, 4.536, 0.678], [0.656, 3.463, 3.069], [1.219, 1.307, 4.252], [1.145, -0.593, 2.276], [0.413, 4.898, -2.442], [-0.934, 6.247, -0.433], [-0.903, 4.644, 1.500], [-1.562, 3.749, 3.041], [-2.880, 2.620, 1.974], [-1.819, 1.424, 3.175], [-3.206, 4.547, 1.565], [-4.688, 2.688, 1.118], [-3.890, 3.184, 3.596], [-2.048, 2.361, 0.486], [-0.161, 0.332, -1.954], [0.921, -0.616, -1.705], [2.364, 0.044, -0.791], [2.686, 1.339, -1.186], [3.805, 1.972, -0.686], [4.636, 1.309, 0.203], [4.342, 0.008, 0.568], [3.224, -0.634, 0.060], [0.577, -2.347, -1.250], [0.802, -2.928, -0.011], [0.556, -4.273, 0.175], [0.096, -5.055, -0.873], [-0.132, -4.479, -2.108], [0.113, -3.131, -2.297], [1.901, -0.899, -3.254], [1.590, -0.181, -4.397], [2.364, -0.299, -5.540], [3.475, -1.126, -5.541], [3.790, -1.854, -4.403], [3.010, -1.737, -3.268], [2.012, 1.860, -1.848], [4.028, 2.988, -0.984], [5.516, 1.796, 0.601], [4.991, -0.515, 1.258], [3.027, -1.655, 0.349], [1.091, -2.307, 0.821], [0.715, -4.718, 1.148], [-0.114, -6.104, -0.710], [-0.498, -5.083, -2.927], [-0.085, -2.665, -3.255], [0.732, 0.476, -4.366], [2.107, 0.258, -6.432], [4.104, -1.199, -6.422], [4.651, -2.513, -4.401], [3.262, -2.292, -2.375]],
  "e_tot_ev": -86861.233,
  "relative_energy_ev": 5.112,
  "orbital_gap_ev": 6.058,
  "spin_multiplicity": 1,
  "total_charge": -2
}

Entry 7:
{
  "formula": "CH2O4S",
  "method": "wB97M-V/def2-TZVPD",
  "species": ["C", "O", "O", "O", "O", "S", "H", "H"],
  "xyz": [[-0.081, 0.680, 1.052], [-0.684, -1.193, -1.081], [-0.594, 1.124, -0.055], [1.415, 0.246, -0.925], [0.099, -0.457, 1.285], [0.048, 0.162, -1.337], [0.009, 1.355, 1.772], [-0.211, -1.915, -0.711]],
  "e_tot_ev": -20092.906,
  "relative_energy_ev": 1.333,
  "orbital_gap_ev": 11.024,
  "spin_multiplicity": 1
}

Entry 8:
{
  "formula": "C35H30BrGaN9SSe2",
  "method": "wB97M-V/def2-TZVPD",
  "species": ["Ga", "N", "C", "C", "C", "C", "C", "C", "S", "N", "C", "C", "C", "C", "C", "C", "N", "H", "H", "H", "H", "H", "H", "H", "H", "H", "Br", "C", "C", "C", "C", "C", "C", "N", "C", "C", "C", "C", "C", "C", "N", "H", "H", "H", "H", "H", "H", "H", "H", "H", "C", "N", "C", "C", "N", "C", "C", "Se", "H", "H", "H", "H", "H", "H", "H", "H", "Se", "N", "C", "C", "C", "C", "C", "C", "N", "H", "H", "H", "H"],
  "xyz": [[-0.133, 0.618, -0.262], [1.156, -1.858, 2.967], [0.042, -2.521, 3.570], [0.222, -3.732, 4.209], [-0.876, -4.386, 4.758], [-2.145, -3.839, 4.639], [-2.323, -2.629, 3.976], [-1.221, -1.968, 3.462], [-1.394, -0.356, 2.762], [-0.051, -0.324, 1.695], [1.028, -0.960, 1.987], [2.212, -0.610, 1.145], [3.493, -1.075, 1.362], [4.529, -0.590, 0.574], [4.248, 0.338, -0.413], [2.935, 0.720, -0.596], [1.941, 0.262, 0.168], [2.054, -2.284, 3.122], [1.213, -4.167, 4.291], [-0.732, -5.325, 5.277], [-3.000, -4.347, 5.067], [-3.311, -2.189, 3.893], [3.716, -1.794, 2.139], [5.543, -0.934, 0.737], [5.029, 0.750, -1.038], [2.658, 1.414, -1.375], [2.066, 3.268, 6.413], [1.342, 3.003, 4.712], [-0.023, 3.146, 4.513], [-0.554, 2.946, 3.250], [0.274, 2.602, 2.192], [1.638, 2.458, 2.396], [2.176, 2.665, 3.654], [-0.290, 2.409, 0.874], [-1.123, 3.270, 0.454], [-1.775, 3.078, -0.843], [-2.654, 3.996, -1.369], [-3.230, 3.720, -2.605], [-2.892, 2.545, -3.251], [-1.985, 1.678, -2.651], [-1.438, 1.942, -1.465], [-0.668, 3.401, 5.344], [-1.629, 3.013, 3.109], [2.291, 2.244, 1.563], [3.243, 2.583, 3.816], [-1.343, 4.164, 1.032], [-2.885, 4.906, -0.827], [-3.934, 4.413, -3.050], [-3.328, 2.286, -4.207], [-1.695, 0.745, -3.116], [1.269, 2.746, -3.259], [1.292, 1.673, -4.249], [1.643, 1.860, -5.582], [1.605, 0.652, -6.169], [1.229, -0.262, -5.195], [1.063, -1.706, -5.417], [1.046, 0.372, -4.030], [0.533, -0.586, -2.494], [0.995, 3.674, -3.752], [2.251, 2.874, -2.807], [0.533, 2.520, -2.495], [1.885, 2.830, -5.983], [1.805, 0.360, -7.187], [1.267, -1.913, -6.462], [0.046, -2.006, -5.178], [1.761, -2.261, -4.795], [-3.508, -0.005, -0.091], [-1.815, -0.596, -0.292], [-1.855, -1.926, -0.286], [-0.744, -2.815, -0.398], [-0.984, -4.150, -0.368], [-2.306, -4.700, -0.228], [-3.384, -3.901, -0.096], [-3.184, -2.482, -0.109], [-4.162, -1.609, 0.029], [0.264, -2.438, -0.505], [-0.149, -4.836, -0.449], [-2.428, -5.775, -0.231], [-4.386, -4.292, 0.020]],
  "e_tot_ev": -314117.722,
  "relative_energy_ev": 1.012,
  "orbital_gap_ev": 6.202,
  "spin_multiplicity": 1,
  "total_charge": 3
}

Please write out number 1 again, unchanged.
{
  "formula": "CH23O11",
  "method": "wB97M-V/def2-TZVPD",
  "species": ["C", "O", "H", "H", "H", "O", "H", "H", "O", "H", "H", "O", "H", "H", "O", "H", "H", "O", "H", "H", "O", "H", "H", "O", "H", "H", "O", "H", "H", "O", "H", "H", "O", "H", "H"],
  "xyz": [[0.430, -0.798, 0.364], [-0.623, -0.143, -0.220], [1.269, -0.691, -0.260], [0.241, -1.848, 0.396], [0.632, -0.441, 1.424], [-0.565, 0.238, 3.787], [-0.169, 0.910, 4.390], [0.146, -0.195, 3.346], [2.638, -0.764, -3.135], [2.742, -1.238, -3.959], [1.950, -1.237, -2.596], [-2.602, -1.640, 0.620], [-1.776, -1.155, 0.358], [-2.363, -2.512, 0.540], [0.494, -2.023, -2.377], [0.126, -1.472, -1.631], [0.234, -2.902, -2.254], [-2.371, 2.036, -1.877], [-2.462, 1.093, -2.019], [-1.427, 2.187, -2.146], [-2.536, -0.654, -1.960], [-1.809, -0.384, -1.370], [-3.174, -0.935, -1.318], [2.727, 0.196, 3.465], [2.442, 0.896, 2.891], [2.884, 0.522, 4.316], [0.538, 1.797, -1.674], [0.259, 0.990, -1.272], [1.215, 1.468, -2.236], [1.834, 1.660, 1.025], [1.606, 2.336, 0.391], [1.486, 0.832, 0.680], [-1.558, 1.658, 1.390], [-1.285, 1.191, 2.178], [-1.171, 1.019, 0.745]],
  "e_tot_ev": -23934.349,
  "relative_energy_ev": 1.238,
  "orbital_gap_ev": 8.926,
  "spin_multiplicity": 1,
  "total_charge": -1
}